{"formula": "C45H95ClN5O21", "method": "ωB97M-V/def2-TZVPD", "lumo_ev": 1.94, "energy_ha": -4085.0608, "charge": -1, "orbital_gap_ev": 7.8, "symbols": ["Cl", "O", "O", "O", "O", "C", "C", "O", "C", "O", "O", "H", "H", "H", "H", "C", "C", "O", "C", "O", "O", "H", "H", "H", "H", "C", "C", "O", "C", "O", "O", "H", "H", "H", "H", "C", "C", "C", "C", "C", "C", "N", "O", "C", "C", "C", "H", "H", "H", "H", "H", "H", "H", "H", "H", "H", "H", "H", "H", "H", "H", "H", "H", "H", "H", "C", "C", "C", "C", "C", "C", "N", "O", "C", "C", "C", "H", "H", "H", "H", "H", "H", "H", "H", "H", "H", "H", "H", "H", "H", "H", "H", "H", "H", "H", "C", "O", "C", "C", "N", "C", "C", "O", "C", "H", "H", "H", "H", "H", "H", "H", "H", "H", "H", "H", "H", "H", "H", "H", "C", "O", "C", "C", "N", "C", "C", "O", "C", "H", "H", "H", "H", "H", "H", "H", "H", "H", "H", "H", "H", "H", "H", "H", "C", "O", "C", "C", "N", "C", "C", "O", "C", "H", "H", "H", "H", "H", "H", "H", "H", "H", "H", "H", "H", "H", "H", "H"], "xyz": [[-0.156699, 0.028762, 0.095159], [-0.647679, 0.157962, -1.232191], [-0.806749, 0.895782, 0.993079], [-0.311209, -1.305938, 0.517669], [1.227451, 0.444382, 0.060079], [-4.137779, -0.306368, -1.556991], [-3.984379, -0.981508, -0.174471], [-4.840199, -0.185448, 0.551529], [-5.800299, 0.366152, -0.213571], [-6.797539, 0.870802, 0.306329], [-5.448069, 0.325062, -1.486591], [-4.234039, -1.012998, -2.381321], [-3.434469, 0.525842, -1.586541], [-2.959179, -0.897818, 0.186169], [-4.239699, -2.040818, -0.202141], [1.944931, -3.419718, 1.609349], [2.714261, -2.151698, 1.918179], [3.277891, -2.451878, 3.166789], [3.214361, -3.665458, 3.478959], [3.903101, -4.248308, 4.270219], [2.363331, -4.291478, 2.666549], [2.213431, -3.890578, 0.663679], [0.869651, -3.247538, 1.656499], [2.174761, -1.209358, 2.013179], [3.490201, -2.032978, 1.161929], [-1.818769, -1.319788, -4.585451], [-1.120899, -1.490048, -5.944301], [-1.995109, -2.322058, -6.636361], [-2.682259, -3.020158, -5.780821], [-3.324389, -4.038438, -6.099541], [-2.492829, -2.521018, -4.531701], [-2.550329, -0.520588, -4.466281], [-1.117519, -1.292488, -3.751421], [-0.246909, -2.138038, -6.010261], [-0.903579, -0.552318, -6.455701], [1.881301, -0.379708, -5.427771], [2.855841, -1.037148, -4.394611], [4.044651, -1.731988, -5.208161], [5.273651, -2.042298, -4.501511], [5.748401, -0.807678, -3.682521], [4.666971, -0.116278, -2.756291], [3.455431, 0.078332, -3.606011], [2.576081, 0.883152, -2.865361], [4.412811, -1.017508, -1.474951], [5.294231, 1.245272, -2.521351], [2.122081, -2.125678, -3.610091], [0.936051, -0.142818, -4.939431], [1.608341, -0.962618, -6.307431], [2.367441, 0.528672, -5.783601], [3.687251, -2.687288, -5.592571], [4.303621, -0.996928, -5.970221], [6.108001, -2.353828, -5.129941], [5.085481, -2.858698, -3.804241], [6.054651, -0.114338, -4.465841], [6.648031, -0.970538, -3.089021], [3.397361, -0.821758, -1.130491], [4.342211, -2.063338, -1.773871], [5.050981, -0.816718, -0.614421], [6.230921, 1.342802, -1.972541], [5.370021, 1.743232, -3.487991], [4.648571, 1.965562, -2.018951], [1.772271, -1.766328, -2.642311], [2.671341, -3.059848, -3.492881], [1.195941, -2.362248, -4.133921], [2.268851, 0.289192, -2.176571], [-4.007019, -6.671298, 0.273279], [-2.555289, -6.348168, 0.575899], [-1.683729, -7.629658, 0.214669], [-1.268249, -7.780008, -1.220711], [-0.750799, -6.471828, -1.769341], [-1.615909, -5.240008, -1.532931], [-2.099049, -5.190408, -0.145161], [-2.763589, -4.032818, 0.157869], [-0.716229, -4.028158, -1.864921], [-2.861999, -5.272748, -2.458811], [-2.278739, -6.044428, 2.118809], [-4.258879, -7.084818, -0.703281], [-4.675079, -5.811818, 0.328759], [-4.257769, -7.347288, 1.090749], [-0.789029, -7.608228, 0.836889], [-2.214639, -8.539558, 0.494509], [-2.135249, -7.959708, -1.856411], [-0.499069, -8.534748, -1.384531], [-0.577839, -6.657618, -2.829371], [0.272061, -6.378138, -1.404541], [-1.349569, -3.141058, -1.859621], [0.034981, -3.947298, -1.079271], [-0.234249, -4.035158, -2.842551], [-2.594919, -5.412188, -3.506351], [-3.588239, -6.062758, -2.267621], [-3.454059, -4.358628, -2.503051], [-1.292759, -5.664228, 2.386019], [-2.367809, -6.977138, 2.675779], [-3.115189, -5.480038, 2.530999], [-1.974389, -3.517838, 0.341049], [-1.245919, -2.702118, 4.026269], [-0.893069, -1.671698, 4.939119], [0.073201, -0.796098, 4.463909], [0.206591, 0.510122, 5.315189], [-0.550869, 1.634752, 4.795169], [-1.981979, 1.542882, 5.196189], [-2.844079, 2.751202, 4.698489], [-2.889619, 2.789562, 3.273319], [-3.612249, 1.663342, 2.815899], [-2.013609, -3.332248, 4.475379], [-0.413809, -3.382298, 3.844519], [-1.597739, -2.284728, 3.082809], [-0.127269, -0.551168, 3.420869], [0.982361, -1.389618, 4.560119], [1.276251, 0.708072, 5.383999], [-0.115169, 0.118512, 6.280179], [-0.633849, 1.458952, 3.804059], [-2.097879, 1.435962, 6.274719], [-2.325529, 0.562672, 4.865609], [-2.528619, 3.681022, 5.171789], [-3.868249, 2.668612, 5.062289], [-2.884359, 0.852472, 2.788249], [-3.780119, 1.868992, 1.758719], [-4.568389, 1.436642, 3.287599], [-0.369399, 3.393232, -1.751831], [-0.575459, 4.185252, -0.529331], [-1.989549, 4.204932, -0.176031], [-2.209809, 5.086022, 0.989529], [-1.167529, 4.912562, 2.019039], [-1.579359, 5.781462, 3.197949], [-1.447639, 7.280682, 2.984139], [-0.215689, 7.529622, 2.229989], [-0.089999, 8.928262, 1.984549], [-1.171439, 2.685172, -1.960331], [0.437871, 2.682472, -1.575111], [-0.204979, 3.939492, -2.680631], [-2.321419, 3.220412, 0.153659], [-2.408829, 4.530042, -1.128191], [-3.202009, 4.666172, 1.154969], [-2.340429, 6.123402, 0.681479], [-1.488939, 3.985192, 2.257309], [-0.941529, 5.596892, 4.062359], [-2.589659, 5.523762, 3.515699], [-1.448299, 7.767432, 3.959419], [-2.222829, 7.730302, 2.363629], [-0.897269, 9.129392, 1.280319], [0.846011, 9.173452, 1.482679], [-0.239909, 9.517602, 2.889159], [1.683081, 6.635612, 4.095269], [1.403961, 5.582272, 3.181869], [2.064401, 4.350572, 3.661139], [1.582741, 3.210382, 2.786959], [1.482321, 3.496222, 1.321229], [2.885071, 3.504182, 0.856719], [2.833481, 3.746322, -0.679831], [1.943601, 4.867992, -0.909111], [2.129171, 5.411692, -2.200851], [1.782031, 7.595402, 3.588209], [2.648141, 6.368162, 4.525659], [0.961141, 6.706452, 4.908829], [1.840891, 4.228202, 4.720929], [3.146371, 4.458762, 3.585349], [0.590881, 2.991382, 3.182359], [2.210671, 2.341522, 2.984169], [1.332791, 2.576522, 0.931479], [3.356681, 2.521602, 0.871719], [3.733181, 4.011742, 1.316289], [2.487451, 2.863672, -1.217691], [3.813511, 3.987222, -1.091661], [3.169861, 5.653682, -2.416501], [1.641841, 6.352082, -2.458281], [1.799551, 4.718512, -2.974771]], "forces_ev_per_angstrom": [[1.5, 1.9, -1.0], [-1.1, -0.1, -1.3], [-1.5, 1.0, 1.2], [0.1, -2.4, 0.8], [1.0, -0.7, 0.1], [-0.3, -0.1, 0.4], [1.1, -0.2, -2.1], [-1.0, 0.1, 1.9], [-2.1, 1.4, 2.4], [2.2, -1.1, -1.9], [-0.3, -0.3, -0.1], [0.7, 0.3, -0.1], [0.3, -0.4, -0.8], [-0.1, 0.2, 0.1], [-0.4, 0.0, 0.3], [-0.8, -0.1, 0.2], [0.0, 0.4, -1.0], [1.4, 4.7, 0.5], [0.9, -3.9, 0.3], [-0.4, 0.3, 0.6], [-1.1, -1.2, -0.7], [0.0, 0.2, 0.0], [0.0, -0.2, 0.0], [-0.3, -0.3, -0.2], [0.3, 0.3, 0.2], [1.6, 0.4, 0.0], [1.0, 0.9, 0.2], [-1.1, 0.6, -2.1], [-2.2, -3.9, -0.1], [1.7, 3.2, 1.5], [-1.8, -2.4, 0.1], [0.3, 0.4, -0.5], [0.0, 0.2, 0.0], [0.7, 0.7, 1.2], [-0.3, -0.2, -0.2], [0.6, 0.2, 0.6], [0.9, -0.4, -0.6], [-1.8, 1.3, -0.7], [1.6, 0.3, 3.2], [-0.6, -0.3, -0.4], [1.3, -1.7, -1.1], [1.5, 0.1, -0.1], [-0.6, -0.6, -0.7], [-1.0, 0.9, -1.1], [-1.0, 1.7, 0.4], [-0.7, 0.2, 0.2], [0.1, 0.3, 0.2], [0.5, -0.5, 0.2], [-0.2, 0.1, 0.1], [-0.5, 0.3, -0.6], [-0.2, -0.2, -0.6], [-0.2, -0.1, -0.3], [0.1, -0.3, 0.1], [-0.1, 0.5, 0.2], [0.0, -0.4, 0.1], [-0.1, 0.3, 0.3], [0.6, -0.1, 0.2], [0.3, -0.2, -0.3], [0.2, -0.8, -0.2], [0.4, -0.2, -0.2], [-0.4, -0.4, 0.4], [0.1, -0.1, 0.2], [0.2, 0.1, 0.2], [0.0, -0.2, -0.1], [-0.7, 0.2, 0.8], [-0.8, 0.0, 1.1], [1.3, -0.4, 0.2], [0.0, 0.5, 0.6], [-0.8, 1.0, -0.7], [1.0, -0.7, 0.0], [-1.1, -0.3, -0.9], [3.3, -1.7, -0.8], [-0.4, 1.0, 0.1], [-1.0, 0.3, 0.6], [0.0, 0.0, -1.2], [-1.5, -1.2, -0.6], [0.6, -0.5, 0.2], [0.2, 0.3, 0.4], [-0.7, -0.3, -0.3], [0.1, 0.1, 0.1], [-0.3, 0.2, 0.4], [-0.2, -0.8, 0.1], [-0.3, -0.3, 0.1], [-0.3, 0.5, -0.3], [0.1, 0.7, 0.5], [0.2, 0.3, 0.1], [0.1, 0.2, 0.0], [-0.1, -0.5, 0.0], [0.3, -0.1, -0.2], [0.3, -0.1, 0.3], [0.2, 0.3, 0.5], [-0.1, 0.4, -0.6], [0.1, -0.4, -0.1], [0.3, 0.6, -0.1], [-0.4, 1.1, 0.5], [0.2, 0.1, 0.4], [-1.9, -0.5, 0.5], [1.0, 0.3, 0.1], [0.0, -2.1, -0.7], [-1.2, 0.1, 0.8], [0.0, 0.3, 0.3], [0.4, -1.3, 0.3], [-0.5, 0.7, 1.4], [1.2, 0.1, -1.9], [-0.2, 0.3, 0.1], [0.4, 0.0, -0.2], [0.0, 0.0, -0.2], [0.1, 0.1, -0.4], [0.8, 0.4, -0.4], [0.0, 0.4, -0.1], [-0.2, 0.8, 0.4], [0.5, 0.4, -0.5], [0.3, 0.5, 0.3], [-0.7, 0.1, -0.4], [0.7, 0.1, -0.7], [-0.3, -0.5, 0.1], [-0.6, -0.7, 0.3], [-0.3, 0.0, 0.0], [0.2, 0.1, 0.4], [-0.2, -0.4, 1.5], [-0.9, -1.2, -1.7], [3.1, -0.3, -1.6], [-0.1, 1.1, -0.9], [-2.5, 1.2, 0.5], [0.7, -0.7, -0.5], [1.1, -0.2, -1.9], [-0.5, 0.6, 1.3], [-0.9, -1.1, -0.5], [-0.6, 0.2, 0.2], [0.4, 0.4, 0.0], [0.1, 0.6, 0.3], [0.1, -0.6, -0.6], [-1.3, 0.0, 0.4], [-0.8, 0.6, 1.6], [0.3, 0.2, 0.1], [0.9, -0.7, 1.0], [0.2, -0.6, -0.2], [-0.4, 0.2, 0.0], [0.2, 0.3, 0.1], [-0.5, -0.1, 0.1], [-0.2, 0.8, -0.1], [0.1, -0.3, 0.3], [0.2, 0.2, 0.1], [0.9, -0.8, -0.4], [0.9, -0.8, 1.1], [-0.6, 1.5, -1.4], [-1.4, 0.3, 0.1], [2.9, -0.5, 2.1], [0.7, -0.4, -2.7], [-0.5, 1.5, 0.7], [1.0, 0.3, -0.7], [0.4, -0.4, -0.4], [-0.2, -0.2, -0.1], [0.3, 0.5, 0.5], [-0.3, 0.0, 0.1], [-0.3, -0.4, 0.1], [0.3, 0.3, -0.1], [-0.1, -0.1, -0.4], [0.3, -0.3, 0.1], [-1.6, -0.3, -0.1], [-0.2, -1.0, 0.3], [-0.9, 1.4, 0.5], [-0.3, -0.1, 0.0], [0.3, 0.1, 0.1], [0.5, -0.3, 0.2], [-0.7, 0.0, 1.0], [0.0, -0.3, -0.2]]}